No. 1
Formula: C4H18N2O5
Source: the OMol25 dataset
Level of theory: ωB97M-V/def2-TZVPD

```
29
Properties=species:S:1:pos:R:3:mulliken_charge:R:1
N 1.60 1.87 1.40 -0.66
C 1.58 0.53 0.88 -0.88
N 0.16 0.12 0.50 0.16
C -0.03 -1.35 0.62 -0.35
C -1.38 -1.75 0.08 -0.83
C -1.46 -1.73 -1.42 -0.19
O -0.66 -1.18 -2.13 -0.50
H 1.52 2.56 0.68 0.35
H 0.77 2.03 1.97 0.16
H 1.87 -0.22 1.60 0.52
H 2.17 0.49 -0.03 0.36
H 0.03 0.31 -0.48 0.08
H 0.75 -1.76 -0.03 0.14
H 0.06 -1.64 1.67 0.54
H -1.58 -2.74 0.50 0.40
H -2.17 -1.11 0.50 0.39
H -2.39 -2.20 -1.80 0.40
O -1.90 1.78 1.63 -0.72
H -1.17 2.37 1.45 0.30
H -1.42 0.92 1.61 0.34
O 1.45 2.11 -1.50 -0.57
H 1.72 3.03 -1.65 0.26
H 1.45 1.71 -2.37 0.28
O -3.58 0.25 -0.92 -0.64
H -2.68 0.02 -1.17 0.34
H -3.55 1.19 -0.75 0.33
O 3.06 -1.68 -0.01 -0.62
H 2.89 -1.33 -0.88 0.32
H 2.89 -2.62 0.03 0.30
```

Properties
strongest force on any atom = 2.48 eV Å⁻¹
relative energy (zero: lowest compared OMol25 entry of this formula, charge and spin) = 269.3 kJ/mol
LUMO level = 0.240 eV
multiplicity = 1
SMILES = NCNCCC=O.O.O.O.O

=====

No. 2
Formula: C4H18N2O7
Source: the OMol25 dataset
Level of theory: ωB97M-V/def2-TZVPD

```
31
Properties=species:S:1:pos:R:3:mulliken_charge:R:1
N -0.17 -0.93 1.31 -0.16
C 0.02 -1.45 0.03 0.31
O -0.85 -1.62 -0.81 -0.63
N 1.22 -1.99 -0.24 -0.16
C 2.42 -1.46 0.42 -0.87
C 2.67 0.06 0.27 -0.19
C 2.94 0.36 -1.23 -0.01
O 3.17 -0.58 -1.91 -0.47
H 0.39 -1.14 2.15 0.18
H -1.01 -0.51 1.47 0.13
H 1.35 -2.20 -1.32 0.40
H 3.35 -1.93 0.31 0.47
H 2.14 -1.56 1.54 0.24
H 3.37 0.34 1.05 0.46
H 1.67 0.72 0.36 0.00
H 2.88 1.41 -1.63 0.36
O -2.16 1.09 3.06 -0.65
H -1.75 1.80 2.55 0.31
H -2.57 0.75 2.29 0.39
O -2.34 2.96 0.77 -0.65
H -2.45 2.35 0.08 0.33
H -1.43 3.14 1.00 0.32
O -3.22 -0.16 1.06 -0.68
H -2.92 -0.52 0.18 0.34
H -3.98 0.35 0.83 0.33
O 1.03 0.20 -3.01 -0.63
H 0.49 -0.31 -2.40 0.27
H 1.22 -0.48 -3.67 0.32
O -2.18 0.49 -1.41 -0.60
H -1.41 0.40 -0.80 0.28
H -1.90 0.42 -2.29 0.29
```

Properties
strongest force on any atom = 4.63 eV Å⁻¹
relative energy (zero: lowest compared OMol25 entry of this formula, charge and spin) = 355.2 kJ/mol
LUMO level = 0.234 eV
multiplicity = 1
SMILES = NC(=O)NCCC=O.O.O.O.O.O

=====

No. 3
Formula: C4H19NO5
Source: the OMol25 dataset
Level of theory: ωB97M-V/def2-TZVPD

```
29
Properties=species:S:1:pos:R:3:mulliken_charge:R:1
O 6.46 -17.93 -17.20 -1.03
H 6.99 -17.79 -16.41 0.54
H 6.79 -17.28 -17.82 0.29
O 4.94 -18.36 -19.81 -0.71
H 5.44 -18.48 -19.01 0.35
H 4.93 -19.22 -20.23 0.34
O 4.27 -18.50 -15.37 -0.65
H 5.16 -18.27 -15.62 0.44
H 3.96 -19.06 -16.09 0.28
O 7.89 -17.30 -14.76 -1.39
H 8.78 -17.43 -15.09 0.53
H 7.89 -17.72 -13.90 0.54
C 8.60 -17.33 -20.50 -1.76
C 8.35 -15.97 -19.91 -0.51
C 8.32 -14.86 -21.02 -0.71
O 9.50 -14.99 -21.82 -0.15
C 10.70 -14.42 -21.29 -0.92
N 7.15 -16.03 -19.18 -0.44
H 8.45 -18.16 -19.81 0.72
H 9.64 -17.39 -20.82 0.39
H 7.92 -17.46 -21.34 0.32
H 9.04 -15.69 -19.12 0.38
H 8.16 -13.92 -20.49 0.43
H 7.49 -14.97 -21.71 0.30
H 10.82 -13.34 -21.23 0.32
H 11.53 -14.72 -21.94 0.29
H 10.89 -14.72 -20.26 0.35
H 6.51 -16.40 -19.87 0.25
H 6.84 -15.09 -18.99 0.22
```

Properties
strongest force on any atom = 2.02 eV Å⁻¹
relative energy (zero: lowest compared OMol25 entry of this formula, charge and spin) = 19.7 kJ/mol
⟨S²⟩ = 0.750
total charge = -1
LUMO level (spin up / spin down) = 2.953 / 2.837 eV
multiplicity = 2

=====

No. 4
Formula: C4H2
Source: the OMol25 dataset
Level of theory: ωB97M-V/def2-TZVPD

```
6
Properties=species:S:1:pos:R:3:mulliken_charge:R:1
C -1.35 2.10 1.94 -0.01
C -1.36 2.86 2.93 -0.35
C -0.03 0.21 0.15 -0.66
C -0.72 1.11 0.99 0.45
H -0.08 0.37 -0.85 0.28
H 0.52 -0.50 0.60 0.29
```

Properties
strongest force on any atom = 9.68 eV Å⁻¹
relative energy (zero: lowest compared OMol25 entry of this formula, charge and spin) = 351.5 kJ/mol
LUMO level (spin up / spin down) = -1.999 / -2.000 eV
multiplicity = 1

=====

No. 5
Formula: C4H2
Source: the OMol25 dataset
Level of theory: ωB97M-V/def2-TZVPD

```
6
Properties=species:S:1:pos:R:3:mulliken_charge:R:1
C -1.12 -0.63 0.32 -0.39
C -1.12 0.62 -0.34 -0.38
C 0.19 0.69 0.17 0.03
C 0.18 -0.69 -0.20 0.04
H 0.91 1.25 0.75 0.35
H 0.97 -1.24 -0.70 0.35
```

Properties
strongest force on any atom = 2.63 eV Å⁻¹
relative energy (zero: lowest compared OMol25 entry of this formula, charge and spin) = 312.0 kJ/mol
LUMO level = 0.396 eV
multiplicity = 1
SMILES = C12=C3[C@H]1[C@H]23

=====

No. 6
Formula: C4H2
Source: the OMol25 dataset
Level of theory: ωB97M-V/def2-TZVPD

```
6
Properties=species:S:1:pos:R:3:mulliken_charge:R:1
C 1.50 -0.15 -0.03 0.65
C 2.74 0.10 0.01 -0.81
C 0.17 -0.19 -0.01 0.34
C -1.11 -0.02 -0.02 -0.69
H -1.31 1.04 -0.12 0.26
H -1.99 -0.77 0.18 0.26
```

Properties
strongest force on any atom = 5.18 eV Å⁻¹
relative energy (zero: lowest compared OMol25 entry of this formula, charge and spin) = 0.0 kJ/mol
⟨S²⟩ = 2.039
LUMO level (spin up / spin down) = 0.014 / -3.376 eV
multiplicity = 3